C19H44MnNO2P2S | wB97M-V/def2-TZVPD

Values from the calculation:
* ⟨S²⟩: 3.832
* spin multiplicity: 4
* E: -86705.2667 eV
* LUMO (spin up / spin down): -12.78 / -12.33 eV
* net charge: +3
* HOMO energy (spin up / spin down): -18.978 / -19.174 eV

XYZ file:
```
70
Properties=species:S:1:pos:R:3:mulliken_spin:R:1
Mn -0.025 0.065 -0.524 2.701
P -0.058 -2.227 -0.786 -0.015
P -0.059 2.382 -0.493 0.009
N 1.717 0.114 -1.200 0.302
C 1.609 -2.316 -1.580 0.006
H 2.096 -3.259 -1.306 -0.006
H 1.432 -2.313 -2.663 0.010
C 2.499 -1.112 -1.228 0.008
H 3.010 -1.263 -0.255 0.023
H 3.327 -1.017 -1.956 -0.001
C 2.495 1.334 -1.066 0.016
H 3.330 1.333 -1.791 -0.003
H 2.993 1.364 -0.076 0.009
C 1.608 2.573 -1.268 0.007
H 1.433 2.705 -2.344 0.008
H 2.092 3.473 -0.875 -0.001
C 0.148 3.218 1.153 0.005
C -1.018 2.920 2.104 -0.006
H -0.738 3.234 3.120 0.000
H -1.273 1.854 2.146 0.003
H -1.921 3.473 1.813 -0.001
C -1.272 3.302 -1.538 0.006
C -2.650 3.427 -0.875 -0.003
H -3.375 3.778 -1.620 0.000
H -2.646 4.152 -0.050 0.000
H -3.017 2.467 -0.494 -0.002
C -1.274 -3.006 -1.935 0.004
C -2.650 -3.213 -1.286 -0.003
H -3.379 -3.474 -2.064 0.000
H -3.017 -2.307 -0.790 -0.001
H -2.638 -4.033 -0.554 0.000
C 0.175 -3.249 0.746 0.014
C -0.955 -3.045 1.757 -0.002
H -0.685 -3.546 2.697 0.000
H -1.900 -3.475 1.399 0.000
H -1.118 -1.984 1.983 0.003
C -1.761 0.024 -0.037 -0.071
C -0.747 4.650 -2.035 -0.003
H -0.685 5.388 -1.227 0.000
H 0.240 4.563 -2.502 0.000
H -1.440 5.039 -2.791 -0.002
C -0.751 -4.283 -2.596 -0.003
H -1.442 -4.577 -3.395 -0.002
H 0.237 -4.139 -3.048 0.000
H -0.690 -5.115 -1.884 0.000
C 0.434 -4.734 0.499 -0.001
H 0.761 -5.187 1.446 0.000
H -0.478 -5.261 0.186 0.000
H 1.228 -4.920 -0.236 0.000
C 0.434 4.718 1.090 -0.001
H -0.470 5.296 0.848 0.000
H 0.768 5.045 2.085 0.000
H 1.230 4.980 0.382 0.000
H 1.047 2.709 1.550 -0.001
H 1.092 -2.805 1.174 0.000
H -1.381 2.634 -2.410 -0.003
H -1.388 -2.237 -2.718 -0.003
O -2.756 0.001 0.589 0.054
H -0.467 0.036 -3.334 0.009
H -1.145 0.154 -3.013 0.004
C 0.470 0.290 4.074 -0.002
S 1.478 0.261 2.593 0.004
C 2.484 -1.195 2.893 0.001
O 0.446 -0.204 1.532 -0.072
H 0.966 -0.301 4.854 -0.002
H -0.538 -0.089 3.863 0.000
H 0.412 1.336 4.390 0.001
H 1.865 -2.071 3.137 0.000
H 3.108 -1.401 2.011 0.000
H 3.142 -0.932 3.729 0.000
```

=====

C6H13NO | wB97M-V/def2-TZVPD

Values from the calculation:
* E: -9969.6645 eV
* LUMO: 0.89 eV
* SMILES: C/C=C/C.CNC=O
* energy relative to the best compared isomer or geometry (same formula, charge and spin): 34.8 kcal per mole
* HOMO energy: -9.228 eV

XYZ file:
```
21
Properties=species:S:1:pos:R:3:lowdin_charge:R:1
C -0.407 -1.092 1.449 -0.127
C -1.232 0.147 1.688 -0.186
C -0.798 1.381 2.014 -0.190
C -1.721 2.544 2.261 -0.111
H -0.512 -1.883 2.268 0.093
H -0.709 -1.638 0.493 0.083
H 0.624 -0.811 1.399 0.034
H -2.347 0.019 1.586 0.114
H 0.258 1.561 2.165 0.094
H -2.733 2.251 2.059 0.060
H -1.454 3.417 1.635 0.078
H -1.603 2.891 3.284 0.068
C 1.734 0.426 -1.211 -0.075
N 1.561 -1.020 -1.279 -0.045
C 0.659 -1.576 -2.158 -0.378
O 0.041 -0.963 -3.010 0.008
H 1.670 0.800 -2.250 0.095
H 2.686 0.567 -0.807 0.054
H 0.982 0.933 -0.530 0.092
H 1.866 -1.554 -0.494 0.103
H 0.602 -2.691 -2.018 0.133
```

=====

C7H10O2 | wB97M-V/def2-TZVPD

Values from the calculation:
* E: -11510.7343 eV
* LUMO: 0.90 eV
* SMILES: C1#CCCOCOCC1
* energy relative to the best compared isomer or geometry (same formula, charge and spin): 118.1 kcal per mole
* HOMO energy: -8.994 eV

XYZ file:
```
19
Properties=species:S:1:pos:R:3:lowdin_charge:R:1
C -0.510 1.623 -0.214 -0.008
C 0.757 1.721 -0.088 0.003
C 2.018 1.049 0.513 -0.163
C 2.126 -0.347 -0.135 -0.197
O 0.987 -0.898 -0.806 -0.115
C -0.042 -1.596 -0.137 -0.234
O -0.801 -0.786 0.718 -0.141
C -2.089 -0.246 0.337 -0.181
C -1.916 1.082 -0.487 -0.160
H 1.672 0.936 1.528 0.090
H 3.134 1.406 0.464 0.144
H 2.527 -1.117 0.492 0.123
H 2.604 -0.028 -1.013 0.102
H -0.720 -1.951 -0.813 0.091
H 0.218 -2.536 0.585 0.180
H -2.850 -0.773 -0.394 0.155
H -2.566 0.025 1.253 0.102
H -2.744 1.715 -0.262 0.091
H -1.803 0.722 -1.542 0.119
```

=====

C11H25Br8O4P | wB97M-V/def2-TZVPD

Values from the calculation:
* E: -589620.8974 eV
* LUMO: 0.15 eV
* energy relative to the best compared isomer or geometry (same formula, charge and spin): 280.7 kcal per mole
* HOMO energy: -7.547 eV

XYZ file:
```
49
Properties=species:S:1:pos:R:3:lowdin_charge:R:1
Br 2.022 -2.952 0.458 0.759
C 3.165 -1.988 -0.734 -0.654
C 3.519 -2.910 -1.935 -0.687
Br 4.751 -2.007 -3.156 0.614
H 4.114 -1.806 -0.230 0.058
H 2.608 -1.079 -0.961 0.045
H 2.582 -3.003 -2.485 0.032
H 3.872 -3.884 -1.596 0.057
Br -3.774 -4.649 -0.175 0.463
C -2.767 -3.835 -1.760 -0.777
C -3.429 -3.788 -3.222 -0.579
Br -2.162 -3.021 -4.580 0.546
H -1.922 -4.508 -1.900 -0.028
H -2.426 -2.821 -1.553 -0.107
H -4.324 -3.177 -3.102 0.048
H -3.855 -4.609 -3.798 0.039
Br -0.629 -2.912 -1.347 0.860
C -1.026 -1.125 -0.689 -0.523
C 0.078 -0.712 0.290 -0.738
Br -0.218 1.154 0.847 0.968
H -1.966 -1.017 -0.149 0.084
H -1.122 -0.412 -1.508 0.073
H 1.111 -0.787 -0.051 -0.020
H -0.175 -1.182 1.240 -0.260
Br -0.114 -1.289 2.952 0.842
C -1.361 -2.780 3.179 -0.543
C -0.982 -3.675 2.034 -0.655
Br -2.277 -5.186 1.676 0.482
H -2.372 -2.398 3.034 0.074
H -1.141 -3.245 4.140 0.070
H 0.015 -4.059 2.250 0.036
H -0.936 -3.184 1.061 -0.056
C 1.330 2.590 -0.162 -0.401
O 1.222 3.928 -0.266 -0.222
P 0.158 4.757 0.718 0.541
O -1.267 4.411 0.584 -0.246
O 0.773 4.457 2.215 -0.244
C 0.562 5.442 3.264 -0.084
O 0.650 6.327 0.348 -0.243
C 0.516 6.742 -1.017 -0.122
H 1.002 2.156 0.783 -0.198
H 2.417 2.519 -0.204 0.109
H 0.804 2.094 -0.977 0.063
H 0.771 4.863 4.164 0.087
H -0.489 5.708 3.378 0.089
H 1.231 6.291 3.127 0.089
H -0.104 7.636 -1.083 0.087
H 0.034 6.052 -1.710 0.083
H 1.530 6.871 -1.396 0.090
```

=====

C12H17NS | wB97M-V/def2-TZVPD

Values from the calculation:
* E: -25044.0513 eV
* LUMO: 0.79 eV
* SMILES: Cc1c[nH]c2ccccc12.CCSC
* energy relative to the best compared isomer or geometry (same formula, charge and spin): 41.1 kcal per mole
* HOMO energy: -7.462 eV

XYZ file:
```
31
Properties=species:S:1:pos:R:3:lowdin_charge:R:1
C 1.882 1.118 2.695 -0.046
C 1.236 1.184 1.337 -0.268
C 0.011 1.745 1.030 -0.117
N -0.084 1.809 -0.327 0.053
C 0.944 1.132 -0.940 -0.193
C 1.061 0.696 -2.265 -0.014
C 2.127 -0.188 -2.491 -0.111
C 2.995 -0.524 -1.469 -0.126
C 3.009 0.056 -0.209 -0.025
C 1.868 0.780 0.136 -0.138
H 2.620 1.932 2.712 0.083
H 2.506 0.212 2.716 0.071
H 1.267 1.065 3.586 0.072
H -0.679 2.201 1.713 0.122
H -0.985 1.869 -0.779 0.132
H 0.332 0.821 -3.045 0.099
H 2.282 -0.597 -3.470 0.091
H 3.846 -1.128 -1.750 0.094
H 3.821 -0.243 0.444 0.107
C -3.535 0.066 -0.519 -0.160
C -3.242 -0.812 0.704 -0.551
S -1.467 -1.060 1.104 0.816
C -0.995 -2.359 -0.083 -0.396
H -3.017 -0.493 -1.323 0.071
H -3.192 1.080 -0.667 0.048
H -4.619 0.074 -0.603 0.067
H -3.712 -0.359 1.593 0.064
H -3.750 -1.785 0.687 0.071
H -0.022 -2.267 -0.584 0.034
H -0.710 -3.127 0.650 0.008
H -1.800 -2.900 -0.582 0.043
```

=====

C3H2N2 | wB97M-V/def2-TZVPD

Values from the calculation:
* E: -6115.9449 eV
* LUMO: -1.50 eV
* energy relative to the best compared isomer or geometry (same formula, charge and spin): 150.8 kcal per mole
* HOMO energy: -9.077 eV

XYZ file:
```
7
Properties=species:S:1:pos:R:3:lowdin_charge:R:1
C -0.495 0.782 0.009 0.049
C -2.758 0.987 -0.054 0.046
C -1.853 -1.092 -0.178 -0.087
N -2.785 -0.187 0.126 -0.099
N -0.645 -0.526 0.102 -0.087
H 0.523 1.215 0.223 0.060
H 0.242 -0.981 0.206 0.119
```

=====

CAsF6NNaO | wB97M-V/def2-TZVPD

Values from the calculation:
* ⟨S²⟩: 0.766
* spin multiplicity: 2
* E: -86137.3666 eV
* LUMO (spin up / spin down): -0.60 / -5.50 eV
* HOMO energy (spin up / spin down): -13.180 / -13.180 eV

XYZ file:
```
11
Properties=species:S:1:pos:R:3:mulliken_spin:R:1
Na -0.006 -0.356 0.678 0.002
O -0.003 -2.383 4.901 0.351
C 0.001 -1.872 3.850 -0.025
N 0.006 -1.343 2.753 0.673
F -0.004 -0.831 -1.251 0.000
As 0.006 0.889 -1.813 0.000
F 0.747 0.427 -3.281 0.000
F 1.552 1.017 -1.005 0.000
F 0.003 2.551 -2.198 0.000
F -0.729 1.249 -0.198 0.000
F -1.573 0.652 -2.435 0.000
```

=====

C46H61BrN3O2S3Sr | wB97M-V/def2-TZVPD

Values from the calculation:
* E: -160636.0448 eV
* LUMO (spin up / spin down): -3.70 / -3.68 eV
* net charge: +1
* energy relative to the best compared isomer or geometry (same formula, charge and spin): 65.6 kcal per mole
* HOMO energy (spin up / spin down): -9.457 / -9.181 eV

XYZ file:
```
117
Properties=species:S:1:pos:R:3:lowdin_charge:R:1
Sr 1.077 1.529 -0.792 1.346
C -3.854 -3.072 3.088 -0.054
C -4.585 -2.416 1.925 -0.512
C -6.037 -1.847 2.265 -0.047
C -4.781 -3.450 0.811 -0.056
C -3.693 -1.243 1.372 -0.139
C -2.318 -1.235 1.614 0.041
C -1.412 -0.399 0.791 -0.160
N -0.047 -0.355 0.799 0.073
C 0.839 -1.363 1.235 -0.152
C 0.465 -2.642 1.646 0.051
C 1.486 -3.537 2.124 -0.118
C 2.804 -3.096 2.211 0.022
C 3.215 -1.918 1.626 -0.086
C 2.251 -0.994 1.101 -0.306
O 2.570 0.087 0.561 -0.161
C 4.667 -1.535 1.529 -0.510
C 5.122 -0.426 2.506 -0.026
C 5.071 -1.202 0.085 -0.054
C 5.539 -2.840 1.878 -0.054
C 1.227 -5.022 2.459 -0.543
C 1.766 -5.993 1.357 -0.047
C -0.299 -5.293 2.512 -0.084
C 1.927 -5.362 3.806 -0.055
C -2.063 0.675 -0.013 -0.267
O -1.298 1.478 -0.668 -0.252
C -3.519 0.800 -0.049 -0.087
C -4.241 -0.251 0.517 0.038
C -4.185 1.844 -0.913 -0.518
C -3.610 3.299 -0.771 -0.032
C -4.041 1.394 -2.387 -0.030
C -5.696 1.897 -0.576 -0.072
H -4.549 -3.529 3.762 0.080
H -3.394 -2.299 3.667 0.080
H -3.221 -3.882 2.726 0.076
H -6.681 -2.659 2.670 0.087
H -6.607 -1.486 1.401 0.064
H -6.090 -1.023 3.006 0.090
H -5.391 -4.286 1.181 0.091
H -3.802 -3.876 0.518 0.086
H -5.270 -3.015 -0.098 0.099
H -1.835 -1.911 2.312 0.080
H -0.586 -2.855 1.629 0.069
H 3.513 -3.722 2.707 0.091
H 4.541 0.505 2.333 0.092
H 6.144 -0.284 2.416 0.054
H 4.899 -0.655 3.541 0.086
H 4.541 -0.326 -0.291 0.059
H 4.880 -2.138 -0.548 0.116
H 6.119 -0.892 0.043 0.084
H 5.479 -3.265 2.875 0.074
H 6.562 -2.497 1.616 0.085
H 5.288 -3.633 1.105 0.098
H 1.015 -6.022 0.488 0.107
H 1.926 -6.997 1.832 0.091
H 2.794 -5.700 1.008 0.086
H -0.795 -4.955 1.582 0.070
H -0.915 -4.839 3.342 0.094
H -0.468 -6.420 2.566 0.105
H 3.002 -5.450 3.711 0.065
H 1.583 -6.382 4.172 0.106
H 1.675 -4.571 4.549 0.101
H -5.337 -0.295 0.358 0.107
H -2.539 3.252 -0.971 0.051
H -3.727 3.743 0.267 0.103
H -4.054 3.984 -1.521 0.089
H -3.038 1.443 -2.770 0.034
H -4.646 2.117 -3.017 0.109
H -4.468 0.388 -2.528 0.098
H -5.855 2.097 0.526 0.114
H -6.405 1.164 -0.966 0.085
H -6.054 2.810 -1.019 0.066
Br -3.783 4.673 4.819 0.796
C -2.488 4.363 3.512 -0.735
C -2.104 3.088 3.236 -0.114
C -1.061 2.863 2.304 0.020
C -0.544 3.926 1.542 -0.301
C -0.996 5.227 1.853 -0.008
C -1.932 5.455 2.862 -0.113
N 0.334 3.668 0.537 0.039
C 0.700 4.687 -0.219 -0.094
C 1.966 4.796 -0.829 -0.279
C 2.477 6.077 -1.022 0.007
C 3.735 6.184 -1.561 -0.058
C 4.433 5.068 -1.919 -0.041
C 3.856 3.803 -1.689 -0.091
N 2.574 3.642 -1.251 0.013
H -2.575 2.229 3.790 0.128
H -0.694 1.836 2.152 0.109
H -0.571 6.142 1.358 0.123
H -2.249 6.449 3.113 0.100
H 0.040 5.532 -0.457 0.136
H 1.782 6.910 -0.811 0.138
H 4.172 7.161 -1.616 0.118
H 5.466 5.183 -2.310 0.129
H 4.430 2.857 -1.792 0.124
C -0.165 -0.043 -4.835 -0.494
C -0.668 1.379 -4.581 -0.437
S 0.526 2.494 -3.727 0.778
C 1.911 2.755 -4.853 -0.520
C 2.729 1.523 -5.177 -0.515
S 2.908 0.494 -3.704 0.745
C 3.077 -1.165 -4.444 -0.478
C 1.752 -1.873 -4.338 -0.489
S 0.601 -0.820 -3.385 0.751
H 0.513 -0.157 -5.653 0.055
H -0.965 -0.716 -5.074 0.073
H -1.528 1.409 -3.870 0.057
H -0.838 1.915 -5.519 0.085
H 2.535 3.578 -4.441 0.082
H 1.493 3.178 -5.756 0.077
H 3.782 1.771 -5.470 0.091
H 2.389 0.969 -6.054 0.081
H 3.880 -1.660 -3.908 0.071
H 3.344 -1.127 -5.500 0.088
H 1.853 -2.839 -3.792 0.092
H 1.317 -2.033 -5.346 0.090
```